Computed, not measured: a structure of composition C54H62F22N9O12S6V, with the ωB97M-V functional and the def2-TZVPD basis.

spin multiplicity: 3
<S²>: 2.013
highest occupied orbital energy (spin up / spin down): -9.041 / -9.041 eV
total charge: 0
Kohn-Sham gap (spin up / spin down): 5.77 / 6.78 eV
LUMO (spin up / spin down): -0.1202 / -0.0831 Ha

Atoms and positions in Å:
1 V 1.44 -1.96 -2.77
2 C -0.56 2.15 -3.62
3 F -1.44 2.21 -2.64
4 F -0.91 2.98 -4.61
5 F 0.62 2.53 -3.15
6 S -0.53 0.32 -4.17
7 O -1.38 -0.45 -3.25
8 O -1.10 0.33 -5.51
9 N 1.12 -0.38 -4.03
10 S 1.87 0.45 -5.21
11 O 1.41 1.78 -5.50
12 O 3.30 0.36 -4.94
13 C 1.53 -0.57 -6.83
14 F 0.57 -1.51 -6.68
15 F 1.23 0.27 -7.82
16 F 2.70 -1.23 -7.13
17 C 4.17 -3.76 -0.13
18 F 3.89 -2.47 -0.05
19 F 5.45 -4.02 0.19
20 F 3.33 -4.40 0.67
21 S 3.88 -4.36 -1.93
22 O 4.89 -3.63 -2.76
23 O 4.09 -5.80 -1.92
24 N 2.15 -3.74 -2.18
25 S 1.28 -5.10 -1.97
26 O 1.66 -5.93 -0.79
27 O -0.10 -4.72 -1.96
28 C 1.54 -6.15 -3.60
29 F 2.72 -5.91 -4.10
30 F 1.45 -7.43 -3.32
31 F 0.59 -5.85 -4.53
32 C -0.11 1.40 0.17
33 F 0.18 2.55 -0.32
34 F -0.31 1.51 1.53
35 F -1.26 0.96 -0.40
36 S 1.36 0.11 -0.28
37 O 2.09 0.90 -1.24
38 O 2.11 -0.16 0.94
39 N 0.59 -1.35 -1.03
40 S -0.08 -1.95 0.33
41 O 0.52 -3.27 0.64
42 O -0.28 -1.15 1.47
43 C -1.98 -2.32 -0.18
44 F -2.52 -3.22 0.64
45 F -2.76 -1.22 -0.21
46 F -2.01 -2.84 -1.43
47 C -3.39 -2.27 -5.94
48 C -3.57 -3.18 -4.77
49 C -2.44 -4.20 -4.53
50 C -1.21 -3.52 -4.21
51 N -0.21 -2.98 -3.98
52 H -3.94 -2.60 -6.82
53 H -2.37 -2.06 -6.26
54 H -3.93 -1.36 -5.70
55 H -4.53 -3.68 -4.90
56 H -3.61 -2.57 -3.86
57 H -2.22 -4.90 -5.34
58 H -2.63 -4.67 -3.57
59 C 2.98 -2.57 3.29
60 C 2.76 -2.56 4.82
61 C 1.31 -2.23 5.24
62 C 0.27 -3.10 4.66
63 N -0.57 -3.77 4.21
64 H 4.01 -2.80 3.01
65 H 2.62 -1.66 2.81
66 H 2.36 -3.39 2.90
67 H 3.46 -1.91 5.35
68 H 2.87 -3.61 5.09
69 H 0.99 -1.21 5.06
70 H 1.14 -2.36 6.31
71 C 2.19 4.51 2.11
72 C 1.85 4.88 3.57
73 C 3.05 5.40 4.35
74 C 3.95 4.25 4.67
75 N 4.64 3.36 4.88
76 H 2.70 5.26 1.52
77 H 1.23 4.29 1.64
78 H 2.74 3.57 2.05
79 H 1.34 4.05 4.05
80 H 1.12 5.70 3.61
81 H 2.73 5.80 5.31
82 H 3.55 6.23 3.86
83 C 7.49 -1.64 -1.57
84 C 6.87 -0.24 -1.71
85 C 5.89 -0.23 -2.91
86 C 4.56 -0.72 -2.63
87 N 3.50 -1.12 -2.39
88 H 7.80 -2.14 -2.49
89 H 6.83 -2.34 -1.07
90 H 8.37 -1.55 -0.92
91 H 7.67 0.47 -1.88
92 H 6.41 0.05 -0.77
93 H 6.35 -0.76 -3.74
94 H 5.77 0.79 -3.27
95 C -2.65 -0.45 3.83
96 C -3.98 -0.77 4.53
97 C -3.84 -1.90 5.61
98 C -2.92 -1.72 6.77
99 N -2.22 -1.62 7.70
100 H -2.12 -1.30 3.40
101 H -1.88 0.07 4.39
102 H -2.78 0.20 2.96
103 H -4.64 -1.09 3.73
104 H -4.35 0.12 5.04
105 H -3.57 -2.86 5.17
106 H -4.86 -2.00 5.99
107 C 3.76 3.60 -3.25
108 C 3.40 4.67 -2.25
109 C 4.43 4.80 -1.07
110 C 4.91 3.57 -0.45
111 N 5.29 2.60 0.07
112 H 4.81 3.55 -3.53
113 H 3.14 3.75 -4.13
114 H 3.58 2.60 -2.85
115 H 2.43 4.40 -1.83
116 H 3.30 5.61 -2.78
117 H 3.93 5.41 -0.33
118 H 5.24 5.43 -1.44
119 F -8.66 1.60 2.91
120 C -7.60 1.18 2.19
121 C -6.40 1.80 2.33
122 C -5.32 1.42 1.52
123 C -5.47 0.43 0.58
124 C -6.70 -0.18 0.45
125 C -7.79 0.20 1.26
126 H -6.23 2.54 3.09
127 H -4.37 1.93 1.58
128 H -4.61 0.19 -0.03
129 H -6.77 -0.95 -0.30
130 H -8.73 -0.32 1.25
131 F 0.08 0.36 8.64
132 C 0.74 0.68 7.50
133 C 2.11 0.54 7.34
134 C 2.71 0.97 6.16
135 C 1.93 1.51 5.13
136 C 0.58 1.61 5.24
137 C -0.01 1.18 6.45
138 H 2.72 0.23 8.17
139 H 3.77 0.78 6.04
140 H 2.38 1.92 4.24
141 H 0.02 2.03 4.42
142 H -1.09 1.21 6.56
143 F 0.44 7.18 1.63
144 C -0.55 7.21 0.72
145 C -1.01 8.47 0.34
146 C -2.00 8.61 -0.64
147 C -2.46 7.49 -1.27
148 C -1.96 6.19 -0.90
149 C -1.03 6.05 0.12
150 H -0.53 9.32 0.81
151 H -2.23 9.62 -0.94
152 H -3.23 7.46 -2.03
153 H -2.43 5.35 -1.39
154 H -0.58 5.12 0.44
155 F -7.36 -6.37 -3.47
156 C -6.75 -5.29 -2.91
157 C -7.39 -4.04 -2.86
158 C -6.73 -2.95 -2.32
159 C -5.47 -3.06 -1.77
160 C -4.81 -4.31 -1.76
161 C -5.49 -5.40 -2.36
162 H -8.36 -3.98 -3.32
163 H -7.20 -1.97 -2.32
164 H -4.90 -2.26 -1.33
165 H -3.80 -4.37 -1.37
166 H -5.04 -6.35 -2.63

Atom charges from the Mulliken analysis, given in e for atoms 1 to 4: 0.951 0.419 -0.142 -0.246

=====

Computed, not measured: a structure of composition C54H70N3O4SeZr, with the ωB97M-V functional and the def2-TZVPD basis.

spin multiplicity: 1
ΔE to the lowest compared entry with this formula, charge and spin: 65.4 kJ/mol
highest occupied orbital energy: -9.670 eV
total charge: +1
Kohn-Sham gap: 6.15 eV
LUMO: -0.1292 Ha

Atoms and positions in Å:
1 Zr 0.84 0.75 -0.90
2 C -0.55 -5.34 -5.31
3 C -1.44 -5.29 -4.07
4 C -1.01 -6.40 -3.09
5 C -2.88 -5.56 -4.49
6 C -1.29 -3.93 -3.39
7 C -0.05 -3.54 -2.87
8 C 0.08 -2.31 -2.27
9 Se 1.73 -1.85 -1.40
10 C 1.20 -2.41 0.37
11 C 1.40 -3.72 0.76
12 C 0.93 -4.16 2.00
13 C 0.25 -3.24 2.78
14 C 0.03 -1.91 2.42
15 C 0.57 -1.47 1.20
16 O 0.48 -0.19 0.80
17 C -0.81 -0.95 3.28
18 C -2.04 -0.50 2.48
19 C 0.01 0.28 3.70
20 C -1.31 -1.63 4.56
21 C 1.16 -5.62 2.42
22 C 0.61 -5.90 3.81
23 C 0.46 -6.55 1.42
24 C 2.66 -5.91 2.42
25 C -0.97 -1.38 -2.19
26 O -0.69 -0.16 -1.69
27 C -2.22 -1.76 -2.65
28 C -2.33 -3.03 -3.25
29 C -3.51 -0.93 -2.52
30 C -3.34 0.42 -1.81
31 C -4.08 -0.65 -3.92
32 C -4.54 -1.74 -1.70
33 H -0.63 -6.31 -5.80
34 H -0.85 -4.57 -6.03
35 H 0.50 -5.17 -5.06
36 H -1.20 -7.38 -3.53
37 H 0.06 -6.34 -2.86
38 H -1.57 -6.33 -2.15
39 H -2.95 -6.54 -4.96
40 H -3.56 -5.56 -3.63
41 H -3.24 -4.82 -5.21
42 H 0.80 -4.21 -2.90
43 H 1.91 -4.40 0.08
44 H -0.15 -3.57 3.73
45 H -1.75 0.02 1.57
46 H -2.65 -1.37 2.20
47 H -2.66 0.17 3.09
48 H 0.30 0.88 2.84
49 H -0.58 0.90 4.38
50 H 0.92 -0.02 4.23
51 H -1.94 -2.49 4.35
52 H -0.48 -1.95 5.20
53 H -1.91 -0.91 5.13
54 H -0.47 -5.73 3.87
55 H 0.78 -6.95 4.06
56 H 1.10 -5.29 4.57
57 H -0.62 -6.37 1.41
58 H 0.83 -6.40 0.40
59 H 0.63 -7.59 1.69
60 H 3.19 -5.24 3.10
61 H 2.84 -6.94 2.75
62 H 3.10 -5.80 1.42
63 H -3.30 -3.32 -3.62
64 H -2.66 1.08 -2.36
65 H -4.32 0.89 -1.74
66 H -2.94 0.30 -0.80
67 H -3.37 -0.06 -4.51
68 H -4.30 -1.57 -4.47
69 H -5.02 -0.08 -3.84
70 H -4.13 -1.97 -0.71
71 H -5.45 -1.15 -1.56
72 H -4.81 -2.68 -2.18
73 C 2.98 1.29 1.67
74 N 3.15 0.84 0.28
75 C 4.01 -0.36 0.28
76 C 3.82 1.88 -0.53
77 C 3.70 1.55 -2.00
78 C 4.79 1.65 -2.84
79 C 4.65 1.36 -4.19
80 C 3.42 0.95 -4.68
81 C 2.34 0.83 -3.82
82 C 2.44 1.12 -2.45
83 H 3.95 1.55 2.10
84 H 2.53 0.50 2.25
85 H 2.33 2.16 1.70
86 H 4.95 -0.13 0.78
87 H 4.22 -0.67 -0.73
88 H 3.51 -1.17 0.82
89 H 4.87 1.98 -0.23
90 H 3.34 2.84 -0.31
91 H 5.76 1.96 -2.45
92 H 5.51 1.43 -4.86
93 H 3.31 0.71 -5.73
94 H 1.39 0.49 -4.22
95 C -1.33 3.40 -5.68
96 C -1.59 3.85 -4.24
97 C -0.90 2.98 -3.27
98 N -0.34 2.29 -2.56
99 H -1.82 4.08 -6.37
100 H -1.71 2.40 -5.85
101 H -0.26 3.40 -5.90
102 H -2.65 3.82 -4.01
103 H -1.24 4.87 -4.07
104 C -3.02 5.79 6.17
105 O -2.13 5.35 5.14
106 C -0.87 5.84 5.15
107 C -0.38 6.79 6.04
108 C 0.94 7.19 5.95
109 C 1.78 6.65 4.98
110 C 1.30 5.71 4.10
111 C -0.03 5.32 4.17
112 N -0.59 4.30 3.34
113 C -0.32 3.96 2.11
114 C 0.40 4.66 1.11
115 C 0.63 6.06 1.12
116 C 1.22 6.66 0.05
117 C 1.62 5.87 -1.05
118 C 1.40 4.52 -1.10
119 C 0.78 3.87 -0.01
120 O 0.56 2.59 0.05
121 H -3.96 5.27 6.00
122 H -3.19 6.87 6.09
123 H -2.64 5.55 7.16
124 H -1.02 7.20 6.81
125 H 1.32 7.93 6.64
126 H 2.82 6.96 4.92
127 H 1.95 5.27 3.35
128 H -1.30 3.74 3.81
129 H -0.73 3.00 1.81
130 H 0.31 6.65 1.97
131 H 1.38 7.73 0.04
132 H 2.11 6.35 -1.89
133 H 1.72 3.93 -1.95

Atom charges from the Mulliken analysis, given in e for atoms 1 to 4: -0.778 -1.706 2.005 -1.693

=====

Calculated maximum force in order - 8.03, 1.64 eV Å⁻¹